No. 1
C26H18Cl5NOPSTl | ωB97M-V/def2-TZVPD

Values from the calculation:
E_LUMO: 4.01 eV
Total energy: -118223.1578 eV
Net charge: -2
Frontier orbital gap: 5.5 eV
Max |F|: 0.0237 Eh/bohr
Highest occupied orbital energy: -1.51 eV

```
54
C26H18Cl5NOPSTl, DFT ωB97M-V/def2-TZVPD
Tl -0.203 -1.727 -1.538
Cl 1.877 -7.549 3.302
C 1.701 -6.052 2.466
C 0.844 -5.945 1.374
Cl -0.049 -7.333 0.875
C 0.722 -4.759 0.685
Cl -0.365 -4.666 -0.654
C 1.485 -3.581 0.997
O 1.452 -2.521 0.342
C 2.338 -3.755 2.141
Cl 3.281 -2.391 2.614
C 2.439 -4.934 2.845
Cl 3.490 -5.052 4.206
C -1.422 1.711 -0.913
P 0.330 1.154 -0.827
C 0.900 2.106 0.628
C 2.007 2.946 0.611
C 2.424 3.578 1.769
C 1.753 3.361 2.961
C 0.686 2.478 2.998
C 0.260 1.859 1.841
C 0.926 2.190 -2.223
C 1.350 1.541 -3.374
C 1.675 2.263 -4.507
C 1.599 3.645 -4.496
C 1.183 4.302 -3.348
C 0.839 3.579 -2.222
H -1.489 2.798 -0.902
H -1.985 1.284 -0.087
H -1.824 1.317 -1.849
H 2.551 3.104 -0.310
H 3.278 4.242 1.742
H 2.075 3.865 3.862
H 0.186 2.277 3.935
H -0.558 1.153 1.870
H 1.380 0.460 -3.383
H 1.962 1.744 -5.410
H 1.840 4.211 -5.386
H 1.101 5.383 -3.343
H 0.491 4.101 -1.340
S -1.540 0.133 -4.142
C -2.931 -0.344 -4.835
N -3.922 -0.661 -5.355
C -3.913 -0.806 2.306
C -4.207 -0.682 0.960
C -3.236 -0.947 0.008
C -1.928 -1.372 0.315
C -1.703 -1.520 1.696
C -2.650 -1.238 2.669
H -4.655 -0.572 3.066
H -5.199 -0.360 0.645
H -3.513 -0.805 -1.033
H -0.729 -1.865 2.031
H -2.403 -1.349 3.723
```

No. 2
C19H14N2OS2 | ωB97M-V/def2-TZVPD

Values from the calculation:
E_LUMO: -0.21 eV
Relative energy (zero: lowest compared OMol25 entry of this formula, charge and spin): 48.29 kcal/mol
Structure (SMILES): CN(C(=S)Sc1nc2ccccc2o1)c1cccc2ccccc12
Total energy: -46627.2864 eV
Frontier orbital gap: 7.6 eV
Max |F|: 0.0819 Eh/bohr
Highest occupied orbital energy: -7.81 eV

```
38
C19H14N2OS2, DFT ωB97M-V/def2-TZVPD
S 1.112 -1.487 2.043
N -2.695 0.427 1.158
O -2.469 0.139 3.397
S -1.725 -1.974 1.828
C -0.204 -1.484 1.038
C -2.364 -0.395 2.126
C -3.619 3.901 2.121
C -3.569 3.765 3.506
C -3.383 2.836 1.274
C -3.151 2.540 4.061
C 3.838 -3.058 -3.161
C 2.764 1.132 -0.901
C 2.616 -3.592 -2.743
C 1.561 0.589 -0.514
C -2.986 1.603 1.814
C -2.885 1.446 3.191
C 4.090 -1.706 -2.886
C 3.620 0.382 -1.669
C 1.727 -2.801 -2.011
C 1.153 -0.734 -0.849
C 3.260 -0.933 -2.086
C 2.022 -1.489 -1.669
N -0.073 -1.162 -0.355
C -1.247 -1.038 -1.270
H -3.926 4.837 1.693
H -3.766 4.629 4.126
H -3.440 2.983 0.203
H -2.988 2.360 5.102
H 4.553 -3.665 -3.694
H 3.066 2.127 -0.616
H 2.443 -4.624 -2.967
H 0.900 1.145 0.124
H 5.018 -1.223 -3.192
H 4.570 0.810 -1.995
H 0.805 -3.287 -1.691
H -1.857 -0.159 -1.035
H -1.865 -1.937 -1.229
H -0.905 -0.904 -2.270
```